(1)
Density functional theory data (wB97M-V/def2-TZVPD) for a structure of composition C3H3CuO in a non-equilibrium geometry.

Geometry as XYZ:
```
8
Properties=species:S:1:pos:R:3:nbo_charge:R:1
C -0.062 0.883 -0.252 -0.467
C 0.084 2.280 0.413 -0.442
C 1.020 1.592 -0.506 -0.216
H 0.336 2.389 1.479 0.180
H -0.575 3.085 0.053 0.178
H 1.870 1.752 -1.165 0.226
O 0.018 -2.513 0.178 -0.528
Cu -0.758 -0.877 -0.038 1.070
```

Calculated values
**<S²>**: 2.017
**Relative energy (zero: lowest compared OMol25 entry of this formula, charge and spin)**: 3.11 kcal/mol
**2S+1**: 3
**LUMO (spin up / spin down)**: -0.09 / -2.61 eV
**E_HOMO (spin up / spin down)**: -9.2910 / -9.2109 eV
**DFT total energy**: -1831.5718 Ha

---

(2)
Density functional theory data (wB97M-V/def2-TZVPD) for a structure of composition C24H44O3P2PdS in a non-equilibrium geometry.

Geometry as XYZ:
```
75
Properties=species:S:1:pos:R:3:lowdin_charge:R:1
Pd -2.258 4.083 -0.298 1.024
C -0.034 -1.882 3.504 -0.133
C -1.272 -2.169 2.873 -0.140
C 0.343 -3.547 1.969 -0.118
C 0.952 -2.742 2.971 -0.124
C -1.042 -3.203 1.913 -0.144
C 0.214 -0.879 4.578 0.000
H -0.654 -0.236 4.721 0.079
H 1.077 -0.244 4.328 0.090
H 0.429 -1.363 5.544 0.117
C 2.395 -2.762 3.279 0.014
H 2.609 -2.122 4.144 0.092
H 2.987 -2.413 2.414 0.083
H 2.712 -3.784 3.520 0.110
C 0.992 -4.560 1.132 0.017
H 1.913 -4.915 1.616 0.104
H 1.276 -4.117 0.161 0.078
H 0.331 -5.415 0.945 0.107
C -2.031 -3.797 0.997 -0.011
H -2.314 -4.811 1.319 0.119
H -1.621 -3.888 -0.021 0.099
H -2.951 -3.199 0.952 0.084
C -2.562 -1.503 3.126 -0.008
H -3.127 -2.015 3.922 0.120
H -3.185 -1.506 2.224 0.080
H -2.414 -0.455 3.436 0.086
C -1.134 5.304 -1.284 -0.261
C -2.497 5.452 -1.736 -0.186
C -3.249 4.771 -2.898 -0.163
C -3.834 3.372 -2.600 -0.141
C -2.994 2.743 -1.497 -0.296
C -1.654 2.457 -1.812 -0.148
C -0.691 3.230 -2.665 -0.188
C -0.074 4.497 -2.006 -0.147
H -2.730 4.775 -3.863 0.122
H -3.711 2.704 -3.456 0.131
H -4.119 5.408 -3.066 0.118
H 0.432 5.080 -2.790 0.142
H -0.761 6.119 -0.645 0.131
H -2.886 6.469 -1.539 0.129
H 0.703 4.217 -1.270 0.114
H 0.112 2.509 -2.877 0.089
H -1.345 1.318 -1.770 0.024
H -1.074 3.461 -3.682 0.137
H -4.889 3.406 -2.296 0.129
H -3.403 1.963 -0.850 0.121
P 1.486 0.275 0.687 0.879
C 3.097 1.134 0.854 -0.248
C 0.398 1.450 1.596 -0.297
P -0.135 -0.124 -1.978 1.026
C 1.215 0.730 -1.101 -0.474
C -0.984 -0.936 -0.605 -0.253
C 0.282 -1.129 -3.420 -0.179
H 3.632 0.667 1.686 0.051
H 2.935 2.205 1.020 0.049
H 3.673 0.979 -0.062 0.045
H -0.637 1.097 1.627 0.008
H 0.381 2.440 1.135 0.016
H 0.779 1.510 2.626 0.043
H 0.964 -0.554 -4.051 0.073
H -0.653 -1.280 -3.960 0.057
H 0.746 -2.086 -3.145 0.057
H 2.169 0.561 -1.627 0.039
H 0.963 1.804 -1.137 0.033
H -0.283 -1.553 -0.033 0.018
H -1.787 -1.562 -0.997 0.060
H -1.436 -0.167 0.053 0.047
C 4.443 -3.264 -1.447 -0.130
S 3.144 -2.086 -1.036 0.413
O 3.366 -1.753 0.396 -0.438
O 3.365 -0.943 -1.929 -0.380
O 1.859 -2.780 -1.256 -0.407
H 5.393 -2.745 -1.309 0.070
H 4.301 -3.572 -2.483 0.066
H 4.357 -4.129 -0.768 0.070
```

Calculated values
**Charge**: +2
**<S²>**: 6.028
**Relative energy (zero: lowest compared OMol25 entry of this formula, charge and spin)**: 11.96 kcal/mol
**2S+1**: 5
**LUMO (spin up / spin down)**: -6.70 / -8.33 eV
**E_HOMO (spin up / spin down)**: -13.0478 / -13.0323 eV
**DFT total energy**: -2374.5659 Ha

---

(3)
Density functional theory data (wB97M-V/def2-TZVPD) for a cluster of 2 separate species, ClIO2S in total in a non-equilibrium geometry.

Geometry as XYZ:
```
5
Properties=species:S:1:pos:R:3:nbo_charge:R:1
O 0.791 1.205 -0.133 -0.838
O 1.435 0.894 -2.387 -0.835
S 1.587 0.472 -1.067 1.673
Cl -1.624 -0.406 1.133 -0.245
I -2.189 -2.165 2.454 0.245
```

Calculated values
**Relative energy (zero: lowest compared OMol25 entry of this formula, charge and spin)**: 2.41 kcal/mol
**LUMO**: -1.21 eV
**E_HOMO**: -9.8898 eV
**DFT total energy**: -1306.5331 Ha

---

(4)
Density functional theory data (wB97M-V/def2-TZVPD) for the molecule C6H14 in a non-equilibrium geometry.

Geometry as XYZ:
```
20
Properties=species:S:1:pos:R:3:nbo_charge:R:1
C -2.755 -0.319 0.212 -0.610
C -1.506 0.449 -0.270 -0.417
C -0.342 -0.603 -0.154 -0.398
C 1.127 -0.073 -0.450 -0.237
C 2.251 -0.968 0.179 -0.619
C 1.288 1.388 0.163 -0.636
H -3.654 0.501 0.213 0.211
H -2.817 -1.188 -0.422 0.213
H -2.694 -0.632 1.354 0.205
H -1.158 1.389 0.230 0.210
H -1.674 0.778 -1.352 0.198
H -0.391 -1.127 0.878 0.199
H -0.590 -1.410 -0.960 0.199
H 1.243 -0.098 -1.590 0.200
H 3.287 -0.317 0.186 0.207
H 2.469 -1.896 -0.501 0.221
H 1.896 -1.153 1.275 0.212
H 0.687 2.200 -0.460 0.218
H 0.863 1.420 1.255 0.209
H 2.470 1.657 0.214 0.216
```

Calculated values
**Relative energy (zero: lowest compared OMol25 entry of this formula, charge and spin)**: 50.37 kcal/mol
**LUMO**: 1.15 eV
**E_HOMO**: -10.6119 eV
**SMILES**: CCCC(C)C
**DFT total energy**: -236.9311 Ha

---

(5)
Density functional theory data (wB97M-V/def2-TZVPD) for a cluster of 3 separate species, C31H73BIN6O5P2 in total in a non-equilibrium geometry.

Geometry as XYZ:
```
119
Properties=species:S:1:pos:R:3:lowdin_charge:R:1
C -2.457 -1.345 2.238 -0.099
C -0.945 -1.201 2.392 -0.270
C -0.518 0.030 3.184 -0.222
C -1.127 1.369 2.713 -0.201
C -1.385 1.529 1.194 -0.194
C -0.730 2.868 0.764 -0.218
C 0.766 2.597 0.521 -0.213
C 1.560 3.878 0.201 -0.200
C 2.704 3.625 -0.799 -0.181
C 3.943 3.116 -0.018 -0.203
C 4.614 1.910 -0.683 -0.208
C 4.119 0.515 -0.199 -0.183
C 3.850 -0.336 -1.451 -0.222
C 3.175 -1.685 -1.223 -0.226
C 2.606 -2.244 -2.534 -0.098
B 1.314 -1.432 -3.188 -0.838
C 0.030 -2.503 -3.096 -0.057
C -1.225 -2.001 -3.740 -0.267
O -2.343 -2.413 -3.459 -0.023
O 1.523 -1.237 -4.650 -0.031
C 1.331 0.143 -4.866 -0.245
C 0.979 0.833 -3.480 -0.682
I -0.968 1.846 -3.761 0.791
O 0.908 -0.153 -2.560 -0.051
H -3.017 -0.970 3.090 0.072
H -2.758 -0.839 1.326 0.063
H -2.683 -2.393 2.053 0.065
H -0.480 -2.065 2.868 0.099
H -0.464 -1.140 1.415 0.094
H 0.564 0.098 3.274 0.091
H -0.870 -0.126 4.208 0.101
H -2.017 1.602 3.294 0.102
H -0.406 2.138 2.992 0.086
H -0.924 0.762 0.582 0.099
H -2.449 1.634 0.997 0.102
H -1.132 3.195 -0.195 0.095
H -0.866 3.611 1.548 0.106
H 0.810 1.843 -0.266 0.106
H 1.145 2.119 1.429 0.103
H 0.837 4.585 -0.202 0.102
H 1.959 4.203 1.160 0.103
H 2.416 2.888 -1.543 0.085
H 2.915 4.586 -1.264 0.101
H 4.680 3.923 -0.007 0.097
H 3.681 2.927 1.021 0.096
H 4.435 1.915 -1.755 0.094
H 5.694 1.967 -0.548 0.097
H 4.947 0.052 0.337 0.099
H 3.232 0.586 0.426 0.100
H 4.828 -0.538 -1.896 0.118
H 3.281 0.259 -2.162 0.090
H 3.967 -2.363 -0.879 0.097
H 2.437 -1.660 -0.420 0.106
H 2.260 -3.260 -2.331 0.080
H 3.389 -2.321 -3.294 0.095
H -0.206 -2.705 -2.048 0.103
H 0.262 -3.464 -3.560 0.108
H -1.139 -1.214 -4.515 0.091
H 2.166 0.611 -5.394 0.113
H 0.426 0.220 -5.472 0.049
H 1.683 1.629 -3.244 0.057
O 2.123 -0.208 5.806 -0.287
P 3.504 0.043 6.345 0.721
N 3.758 -1.426 7.213 -0.341
C 3.780 -1.682 8.632 -0.134
C 3.930 -2.617 6.400 -0.125
N 3.155 1.426 7.299 -0.300
C 3.594 1.663 8.658 -0.143
C 1.820 2.002 7.128 -0.138
N 5.218 0.474 6.283 -0.306
C 5.695 0.559 4.887 -0.134
C 6.245 -0.125 7.105 -0.142
H 4.753 -2.092 8.943 0.079
H 3.012 -2.409 8.924 0.083
H 3.614 -0.787 9.225 0.046
H 4.917 -2.638 5.912 0.068
H 3.170 -2.668 5.615 0.076
H 3.837 -3.523 6.997 0.079
H 3.036 1.064 9.387 0.071
H 3.432 2.711 8.924 0.078
H 4.664 1.505 8.791 0.067
H 1.052 1.421 7.653 0.087
H 1.546 2.062 6.080 0.067
H 1.802 3.022 7.519 0.077
H 5.742 -0.427 4.410 0.077
H 6.686 1.013 4.832 0.076
H 5.018 1.184 4.296 0.079
H 6.471 -1.168 6.842 0.080
H 6.014 -0.076 8.167 0.060
H 7.163 0.453 6.971 0.089
O -5.290 -1.199 -7.966 -0.304
P -5.707 -0.839 -6.562 0.726
N -6.088 -2.403 -5.950 -0.340
C -7.361 -3.008 -5.658 -0.142
C -4.951 -3.290 -5.730 -0.113
N -7.046 0.169 -6.961 -0.302
C -8.355 0.130 -6.347 -0.148
C -7.200 0.507 -8.374 -0.153
N -5.579 -0.087 -4.973 -0.299
C -4.217 0.443 -4.735 -0.176
C -6.079 -0.669 -3.746 -0.133
H -7.428 -3.290 -4.597 0.079
H -7.522 -3.921 -6.248 0.079
H -8.200 -2.347 -5.860 0.045
H -4.367 -2.996 -4.848 0.056
H -4.279 -3.281 -6.593 0.075
H -5.276 -4.320 -5.586 0.079
H -8.949 -0.730 -6.683 0.069
H -8.922 1.025 -6.619 0.075
H -8.312 0.148 -5.259 0.067
H -7.629 -0.323 -8.951 0.083
H -6.249 0.778 -8.821 0.066
H -7.859 1.372 -8.481 0.074
H -3.490 -0.366 -4.608 0.048
H -4.182 1.075 -3.847 0.053
H -3.895 1.057 -5.583 0.070
H -5.506 -1.542 -3.407 0.087
H -7.131 -0.942 -3.808 0.058
H -6.009 0.091 -2.965 0.090
```

Calculated values
**Charge**: -1
**LUMO**: 1.86 eV
**E_HOMO**: -4.7112 eV
**DFT total energy**: -2934.9569 Ha